*a*
A cluster of 2 separate species, C4H6O2S2 in total, computed with ωB97M-V with the def2-TZVPD basis set.

Geometry as ORCA input:
```
! RIJCOSX wB97M-V def2-TZVPD def2/J DEFGRID3
* xyz 0 1
C 0.750 1.554 1.060
C -0.125 0.648 0.909
C -1.389 -0.664 -0.840
C -1.070 0.696 -0.313
O 1.640 -1.379 -0.782
O 3.327 -1.452 0.987
S 1.958 2.509 1.104
S 1.950 -1.210 0.618
H -0.088 -0.269 1.501
H -0.544 -1.309 -0.769
H -1.682 -0.637 -1.888
H -2.270 -1.122 -0.346
H -1.976 1.422 -0.268
H -0.482 1.213 -0.971
*
```

Population analysis type Mulliken, resulting atomic charges in e: -0.17, -0.24, -1.09, -0.28, -0.41, -0.45, -0.36, 0.77, 0.65, 0.27, 0.34, 0.28, 0.34, 0.34

*b*
A structure of composition C4H6O2S2, computed with ωB97M-V with the def2-TZVPD basis set.

Geometry as ORCA input:
```
! RIJCOSX wB97M-V def2-TZVPD def2/J DEFGRID3
* xyz 0 1
C 2.231 1.873 -0.731
C 0.104 0.075 -0.403
C -1.119 -0.181 0.524
C -1.769 -2.327 0.753
H 2.105 3.251 -0.592
H 3.415 1.416 -0.602
H 1.843 1.519 -1.790
H -0.643 -0.198 1.527
H -1.785 0.733 0.288
H -2.637 -2.909 0.464
O -1.975 -1.083 0.109
O -0.945 -2.467 1.606
S 0.893 1.391 0.350
S 0.283 -1.092 -1.505
*
```

Population analysis type Mulliken, resulting atomic charges in e: -0.68, 0.39, -0.73, 0.15, 0.26, 0.26, 0.23, 0.42, 0.34, 0.35, -0.26, -0.45, 0.00, -0.28

So which one is most stable? That would be *a*, about 0.0287 hartree below the next structure.

*a*
A structure of composition C25H29F6N2PSiTc, computed with ωB97M-V with the def2-TZVPD basis set.

Geometry as ORCA input:
```
! RIJCOSX wB97M-V def2-TZVPD def2/J DEFGRID3
* xyz 1 1
Tc 0.235 0.363 0.519
C 0.229 1.232 -1.419
Si 1.369 0.196 -2.555
C 0.605 -1.565 -2.229
N 0.412 -1.837 -0.807
C 1.544 -2.542 -0.186
C 1.332 -4.066 -0.063
C 0.499 -4.627 -1.210
C -0.872 -3.935 -1.256
C -0.824 -2.576 -0.530
C 1.050 0.774 -4.331
C 2.021 1.486 -5.027
C 1.759 1.980 -6.290
C 0.522 1.770 -6.875
C -0.452 1.061 -6.193
C -0.193 0.571 -4.927
C 3.215 0.271 -2.183
C 3.737 1.302 -1.402
C 5.091 1.377 -1.143
C 5.954 0.456 -1.714
C 5.455 -0.560 -2.512
C 4.095 -0.663 -2.730
H -0.736 1.336 -1.915
H 0.661 2.234 -1.378
H 1.233 -2.323 -2.700
H -0.363 -1.591 -2.725
H 1.700 -2.182 0.833
H 2.448 -2.321 -0.760
H 0.843 -4.300 0.886
H 2.313 -4.540 -0.045
H 0.377 -5.702 -1.072
H 1.036 -4.494 -2.152
H -1.629 -4.547 -0.764
H -1.188 -3.808 -2.291
H -0.869 -2.744 0.548
H -1.682 -1.963 -0.810
H 2.986 1.660 -4.574
H 2.516 2.539 -6.817
H 0.313 2.162 -7.859
H -1.420 0.900 -6.642
H -0.965 0.036 -4.397
H 3.078 2.044 -0.977
H 5.471 2.150 -0.496
H 7.016 0.540 -1.549
H 6.127 -1.270 -2.967
H 3.707 -1.468 -3.339
N -1.265 1.107 0.946
C -2.094 1.937 1.557
C -1.606 3.228 1.887
C -2.390 4.094 2.612
C -3.668 3.716 3.016
C -4.165 2.463 2.680
C -3.401 1.577 1.952
H -0.610 3.490 1.561
H -2.009 5.072 2.870
H -4.276 4.404 3.582
H -5.158 2.181 2.994
H -3.770 0.602 1.677
F 2.212 0.166 0.655
P 2.598 0.461 2.370
F 2.775 0.699 3.901
F 1.734 1.831 2.169
F 3.286 -0.969 2.345
F 3.908 1.203 1.912
F 1.125 -0.307 2.617
*
```

Population analysis type Mulliken, resulting atomic charges in e: 0.97, -1.07, -0.31, -0.89, 1.07, -0.47, -0.88, -0.59, -0.66, -1.05, 0.91, -0.38, -0.68, -0.50, -0.69, -0.57, 0.87, -0.57, -0.60, -0.65, -0.69, -0.14, 0.62, 0.72, 0.15, 0.55, -0.09, 0.51, 0.37, 0.45, 0.46, 0.24, 0.42, 0.25, 0.42, 0.36, 0.33, 0.41, 0.40, 0.41, 0.23, 0.34, 0.47, 0.41, 0.42, 0.46, -0.54, 0.44, -0.04, -0.83, -0.32, -0.61, -0.35, 0.43, 0.39, 0.41, 0.39, 0.43, -0.44, 1.57, -0.26, -0.33, -0.35, -0.30, -0.42

*b*
A structure of composition C25H29F6N2PSiTc, computed with ωB97M-V with the def2-TZVPD basis set.

Geometry as ORCA input:
```
! RIJCOSX wB97M-V def2-TZVPD def2/J DEFGRID3
* xyz 1 1
Tc -1.122 -0.991 -1.550
C 0.933 -1.080 -1.723
Si 1.744 -0.404 -0.206
C 0.529 -1.128 1.011
N -0.912 -1.144 0.585
C -1.459 -2.461 1.077
C -1.271 -2.654 2.588
C -1.572 -1.376 3.375
C -2.406 -0.430 2.528
C -1.666 -0.009 1.261
C 1.829 1.455 -0.208
C 1.709 2.201 0.968
C 1.920 3.574 0.970
C 2.285 4.221 -0.205
C 2.431 3.495 -1.380
C 2.196 2.127 -1.379
C 3.420 -1.072 0.229
C 4.513 -0.224 0.424
C 5.754 -0.735 0.784
C 5.920 -2.101 0.953
C 4.848 -2.962 0.755
C 3.612 -2.448 0.394
H 1.094 -2.171 -1.775
H 1.333 -0.682 -2.661
H 0.624 -0.662 1.996
H 0.844 -2.165 1.138
H -0.945 -3.255 0.540
H -2.511 -2.507 0.827
H -0.260 -3.000 2.801
H -1.945 -3.458 2.885
H -0.642 -0.878 3.662
H -2.092 -1.612 4.303
H -2.645 0.476 3.086
H -3.356 -0.899 2.263
H -0.927 0.757 1.497
H -2.381 0.421 0.570
H 1.465 1.709 1.905
H 1.820 4.136 1.890
H 2.466 5.288 -0.201
H 2.730 3.994 -2.292
H 2.314 1.576 -2.306
H 4.400 0.846 0.299
H 6.591 -0.065 0.929
H 6.884 -2.498 1.242
H 4.978 -4.029 0.876
H 2.789 -3.139 0.235
N -1.351 0.662 -1.644
C -2.016 1.875 -1.722
C -3.308 1.877 -2.262
C -4.012 3.063 -2.304
C -3.437 4.227 -1.804
C -2.154 4.214 -1.268
C -1.430 3.037 -1.223
H -3.729 0.954 -2.641
H -5.009 3.082 -2.721
H -3.996 5.153 -1.830
H -1.715 5.124 -0.883
H -0.436 3.002 -0.807
F -1.603 -2.946 -1.653
P -3.468 -2.959 -2.015
F -4.987 -2.829 -2.278
F -3.577 -3.877 -0.752
F -3.031 -1.918 -3.184
F -3.175 -4.157 -2.965
F -3.427 -1.617 -1.003
*
```

Population analysis type Mulliken, resulting atomic charges in e: 0.39, -0.55, -0.58, -0.71, 1.77, -1.21, -0.69, -0.64, -0.93, -0.53, 0.99, -0.25, -0.81, -0.56, -0.75, -0.45, 0.90, -0.29, -0.71, -0.46, -0.78, -0.53, 0.36, 0.64, 0.16, 0.39, 0.38, 0.53, 0.27, 0.49, 0.26, 0.44, 0.52, 0.35, 0.34, 0.09, 0.37, 0.44, 0.43, 0.43, 0.34, 0.32, 0.41, 0.39, 0.41, 0.30, -0.12, -0.10, -0.39, -0.76, -0.39, -0.77, 0.71, 0.43, 0.41, 0.41, 0.45, 0.19, -0.58, 1.48, -0.31, -0.34, -0.34, -0.30, -0.32

So which one is most stable? That would be *b*, about 0.0499 hartree below the next structure.

*a*
A cluster of 2 separate species, CH3ClN2O2 in total, computed with ωB97M-V with the def2-TZVPD basis set.

Geometry as ORCA input:
```
! RIJCOSX wB97M-V def2-TZVPD def2/J DEFGRID3
* xyz 0 1
C -1.046 0.427 -0.058
N 0.124 -0.054 -0.579
N 0.844 -1.022 -0.012
O 0.135 -2.010 0.195
O 2.059 -0.978 0.141
Cl 1.922 1.925 -0.057
H -1.223 1.486 -0.119
H -1.803 0.015 -0.567
H -1.011 0.212 1.055
*
```

Population analysis type Mulliken, resulting atomic charges in e: -0.60, -0.39, 1.12, -0.51, -0.54, -0.03, 0.31, 0.32, 0.32

*b*
An isolated molecule of CH3ClN2O2, computed with ωB97M-V with the def2-TZVPD basis set.

Geometry as ORCA input:
```
! RIJCOSX wB97M-V def2-TZVPD def2/J DEFGRID3
* xyz 0 1
C 0.225 1.328 0.248
N 0.142 -1.129 0.482
N -0.444 0.021 -0.045
O -1.471 -0.056 -0.827
O -0.474 -2.225 -0.133
Cl 1.417 1.472 -1.047
H -0.395 2.194 0.064
H 0.679 1.276 1.265
H 0.321 -2.880 -0.008
*
```

Results
SMILES string	[O-]/[N+](CCl)=N\O

Population analysis type Mulliken, resulting atomic charges in e: -0.26, -0.36, 0.68, -0.55, -0.32, -0.14, 0.27, 0.29, 0.40

So which one is most stable? That would be *b*, about 0.0961 hartree below the next structure.

*a*
An isolated molecule of CH5BrSi, computed with ωB97M-V with the def2-TZVPD basis set.

Geometry as ORCA input:
```
! RIJCOSX wB97M-V def2-TZVPD def2/J DEFGRID3
* xyz 0 1
C 0.571 -0.616 -0.029
Si -0.829 0.741 -0.022
Br 2.326 0.136 -0.068
H 0.380 -1.294 0.792
H 0.688 -1.524 -0.917
H -1.868 -0.285 0.384
H -0.778 1.768 1.237
H -0.490 1.075 -1.377
*
```

Results
SMILES string	[SiH3]CBr

Population analysis type Mulliken, resulting atomic charges in e: -0.66, 0.31, -0.14, 0.35, 0.27, -0.06, -0.02, -0.05

*b*
A cluster of 2 separate species, CH5BrSi in total, computed with ωB97M-V with the def2-TZVPD basis set.

Geometry as ORCA input:
```
! RIJCOSX wB97M-V def2-TZVPD def2/J DEFGRID3
* xyz 0 1
C -0.669 -0.721 0.092
Si 0.647 0.672 0.361
Br 2.831 -0.010 0.010
H -0.310 -1.428 -0.564
H -0.966 -1.257 1.097
H -1.515 -0.283 -0.262
H 0.326 1.693 1.503
H -0.343 1.334 -2.237
*
```

Population analysis type Mulliken, resulting atomic charges in e: -0.94, 0.28, -0.19, 0.31, 0.29, 0.33, -0.01, -0.06

So which one is most stable? That would be *a*, about 0.0440 hartree below the next structure.